This record from the Open Molecules 2025 dataset describes a single C2H4N2O2 molecule. The level of theory is ωB97M-V/def2-TZVPD.

Atoms and positions in Å:
H1 -1.639 0.636 2.209
N1 -1.029 0.052 1.668
O1 -1.031 1.530 -0.060
H2 1.643 -1.640 -1.520
O2 1.664 -0.740 -1.886
C1 -0.660 0.481 0.439
H3 0.758 1.033 -1.519
C2 0.834 0.004 -1.167
N2 0.202 -0.466 -0.171
H4 -0.658 -0.805 2.042

Computed properties:
- Kohn-Sham gap: 10.873 eV
- E_HOMO: -10.04 eV
- 2S+1: 1
- Energy relative to the best compared isomer or geometry (same formula, charge and spin): 13.7 kcal per mole



This record from the Open Molecules 2025 dataset describes a single C2H4N2O2 molecule in a non-equilibrium geometry. The level of theory is ωB97M-V/def2-TZVPD.

Atoms and positions in Å:
H1 2.387 0.594 0.757
N1 1.642 0.777 0.095
H2 -1.222 -0.438 1.115
H3 -1.596 -1.185 -0.463
O1 1.362 -1.449 -0.615
O2 0.249 1.472 0.103
C1 -1.389 -0.244 0.051
C2 1.010 -0.315 -0.420
N2 -0.211 0.354 -0.542
H4 -2.233 0.434 -0.082

Computed properties:
- Kohn-Sham gap: 10.079 eV
- E_HOMO: -9.66 eV
- 2S+1: 1
- Energy relative to the best compared isomer or geometry (same formula, charge and spin): 125.0 kcal per mole



This record from the Open Molecules 2025 dataset describes a single C2H4N2O2 molecule in a non-equilibrium geometry. The level of theory is ωB97M-V/def2-TZVPD.

Atoms and positions in Å:
H1 0.416 1.221 1.624
N1 -0.046 -0.022 0.011
C1 -0.060 1.239 0.597
H2 -1.011 0.563 -1.595
H3 0.776 -0.898 1.734
O1 0.521 -2.193 0.144
O2 -0.477 2.239 0.051
N2 -0.294 -0.126 -1.380
H4 -0.582 -1.070 -1.486
C2 0.465 -1.097 0.695

Computed properties:
- Kohn-Sham gap: 10.480 eV
- E_HOMO: -9.75 eV
- 2S+1: 1
- Energy relative to the best compared isomer or geometry (same formula, charge and spin): 47.0 kcal per mole



This record from the Open Molecules 2025 dataset describes 2 unconnected molecules or ions with the total composition C2H4N2O2 in a non-equilibrium geometry. The level of theory is ωB97M-V/def2-TZVPD.

Atoms and positions in Å:
H1 -0.927 -1.807 -2.109
C1 -0.221 -1.388 -0.426
O1 0.441 1.339 -0.712
H2 0.525 0.687 -1.458
H3 0.003 0.372 2.358
N1 0.095 0.441 0.315
H4 0.039 1.982 1.668
O2 -0.295 -2.002 0.563
C2 -0.057 0.973 1.467
N2 -0.359 -1.137 -1.608

Computed properties:
- Expectation value of S²: 2.01
- Kohn-Sham gap (alpha / beta): 7.749 / 7.383 eV
- E_HOMO (alpha / beta): -6.86 / -10.42 eV
- 2S+1: 3
- Energy relative to the best compared isomer or geometry (same formula, charge and spin): 61.0 kcal per mole



This record from the Open Molecules 2025 dataset describes a single C2H4N2O2S molecule in a non-equilibrium geometry. The level of theory is ωB97M-V/def2-TZVPD.

Atoms and positions in Å:
C1 0.176 -1.291 -0.092
N1 0.229 1.254 0.123
H1 -0.130 2.258 0.143
N2 0.705 -0.574 -1.205
C2 0.616 0.690 -1.056
H2 0.877 1.263 -1.860
O1 -2.122 0.115 0.699
H3 -0.233 -2.227 -0.558
O2 -0.335 -0.033 2.310
S1 -0.754 0.018 0.952
H4 0.971 -1.472 0.544

Computed properties:
- Kohn-Sham gap: 10.716 eV
- E_HOMO: -10.16 eV
- 2S+1: 1
- Energy relative to the best compared isomer or geometry (same formula, charge and spin): 47.8 kcal per mole



This record from the Open Molecules 2025 dataset describes a single C2H4N2O2S molecule in a non-equilibrium geometry. The level of theory is ωB97M-V/def2-TZVPD.

Atoms and positions in Å:
H1 -1.529 -0.205 0.656
S1 1.836 3.997 -0.423
O1 3.071 4.574 -0.900
H2 0.147 -0.806 0.651
C1 -0.099 1.302 0.208
H3 1.692 0.545 -0.389
N1 2.013 2.463 -0.471
O2 -0.815 2.212 0.548
C2 -0.562 -0.141 0.165
H4 -0.687 -0.465 -0.866
N2 1.216 1.422 -0.200

Computed properties:
- Kohn-Sham gap: 8.913 eV
- E_HOMO: -9.46 eV
- 2S+1: 1
- Energy relative to the best compared isomer or geometry (same formula, charge and spin): 44.6 kcal per mole



This record from the Open Molecules 2025 dataset describes a single C2H4N2O2S molecule in a non-equilibrium geometry. The level of theory is ωB97M-V/def2-TZVPD.

Atoms and positions in Å:
N1 -1.847 -0.791 -0.063
C1 1.363 1.012 -0.203
H1 0.992 1.884 -0.702
C2 -0.931 0.239 -0.234
H2 -2.897 -0.522 -0.201
N2 0.397 0.077 0.141
O1 2.515 0.911 -0.036
S1 1.090 -1.525 0.931
O2 -1.215 1.209 -0.903
H3 2.187 -0.807 0.835
H4 -1.653 -1.687 0.436

Computed properties:
- Kohn-Sham gap: 9.436 eV
- E_HOMO: -9.68 eV
- 2S+1: 1
- Energy relative to the best compared isomer or geometry (same formula, charge and spin): 18.9 kcal per mole



This record from the Open Molecules 2025 dataset describes a single C2H4N2O2S molecule in a non-equilibrium geometry. The level of theory is ωB97M-V/def2-TZVPD.

Atoms and positions in Å:
H1 -1.439 2.415 -1.323
C1 -0.428 0.060 0.100
S1 1.019 0.226 -0.812
N1 -1.565 0.815 -0.155
N2 -0.489 -0.799 1.042
O1 -1.412 1.499 -1.479
H2 2.257 -1.758 0.142
H3 -2.435 0.196 -0.223
O2 0.629 -1.553 1.118
C2 1.667 -0.906 0.443
H4 2.195 -0.196 1.148

Computed properties:
- Kohn-Sham gap: 8.970 eV
- E_HOMO: -8.35 eV
- 2S+1: 1
- Energy relative to the best compared isomer or geometry (same formula, charge and spin): 100.9 kcal per mole



This record from the Open Molecules 2025 dataset describes a single C2H4N2O2S molecule in a non-equilibrium geometry. The level of theory is ωB97M-V/def2-TZVPD.

Atoms and positions in Å:
H1 -1.296 1.520 -1.213
H2 2.545 0.354 0.056
H3 1.103 1.327 0.105
C1 -1.472 -1.347 0.085
S1 -1.331 1.405 0.136
C2 0.788 -0.666 0.056
O1 1.108 -1.773 0.263
H4 -0.845 -2.160 0.087
O2 -2.652 -1.346 -0.056
N1 1.556 0.406 -0.007
N2 -0.593 -0.268 0.105

Computed properties:
- Expectation value of S²: 2.01
- Kohn-Sham gap (alpha / beta): 5.375 / 7.505 eV
- E_HOMO (alpha / beta): -5.18 / -10.29 eV
- 2S+1: 3
- Energy relative to the best compared isomer or geometry (same formula, charge and spin): 5.1 kcal per mole



This record from the Open Molecules 2025 dataset describes 2 unconnected molecules or ions with the total composition C2H4N2O2Si in a non-equilibrium geometry. The level of theory is ωB97M-V/def2-TZVPD.

Atoms and positions in Å:
Si1 -0.005 -0.335 0.760
C1 -0.828 -1.789 -0.223
H1 -0.218 -2.224 -1.044
C2 1.708 0.026 -0.017
N1 -0.918 0.908 0.088
O1 -1.900 -2.251 0.039
H2 1.817 0.926 -0.653
H3 -2.069 2.258 -0.510
H4 0.403 -1.042 2.644
N2 -1.744 1.779 0.351
O2 2.653 -0.693 0.161

Computed properties:
- Kohn-Sham gap: 8.400 eV
- E_HOMO: -9.24 eV
- 2S+1: 1
- Energy relative to the best compared isomer or geometry (same formula, charge and spin): 95.5 kcal per mole



This record from the Open Molecules 2025 dataset describes a single C2H4N2O3 molecule in a non-equilibrium geometry. The level of theory is ωB97M-V/def2-TZVPD.

Atoms and positions in Å:
O1 1.563 -1.739 -0.074
C1 -0.678 -0.886 0.026
N1 1.052 0.517 -0.200
C2 0.810 -0.823 -0.156
O2 2.219 1.197 0.087
H1 -0.738 -1.063 1.147
H2 2.428 1.815 -0.680
N2 -0.208 1.253 -0.056
H3 -0.134 1.628 0.926
O3 -1.184 0.343 -0.395
H4 -1.250 -1.722 -0.520

Computed properties:
- Kohn-Sham gap: 9.819 eV
- E_HOMO: -9.26 eV
- 2S+1: 1
- Energy relative to the best compared isomer or geometry (same formula, charge and spin): 138.2 kcal per mole



This record from the Open Molecules 2025 dataset describes a molecular structure, C2H4N2O3S in a non-equilibrium geometry. The level of theory is ωB97M-V/def2-TZVPD.

Atoms and positions in Å:
H1 -1.051 -1.854 -0.273
C1 -1.443 -0.935 0.163
O1 1.941 -1.224 0.909
H2 -2.060 -0.433 -0.583
H3 0.815 2.882 -0.369
S1 1.179 -0.509 -0.043
O2 1.732 1.059 -0.065
O3 1.110 -0.994 -1.376
H4 -2.049 -1.148 1.046
N1 -0.332 -0.113 0.567
C2 0.658 1.846 -0.105
N2 -0.501 1.424 0.130

Computed properties:
- Kohn-Sham gap: 11.180 eV
- E_HOMO: -10.40 eV
- 2S+1: 1
- Energy relative to the best compared isomer or geometry (same formula, charge and spin): 59.3 kcal per mole